Run w
This record from the Open Molecules 2025 dataset describes the molecule C3H8N2O. The level of theory is ωB97M-V/def2-TZVPD.

Last column: natural (NBO) charge in e.
Positions of all 14 atoms, in Å:
H (-1.693, 1.998, -0.843)  0.307
N (-0.625, 1.739, -1.132)  -0.638
C (-0.376, 0.653, -0.511)  0.371
C (0.776, -0.183, -0.978)  -0.503
C (1.345, -0.553, 0.506)  -0.646
N (-1.000, 0.236, 0.617)  -0.373
O (-1.665, -1.107, 0.410)  -0.576
H (-0.060, -1.043, -1.082)  0.273
H (1.470, 0.472, -1.853)  0.296
H (1.391, 0.456, 1.172)  0.217
H (0.884, -1.359, 1.252)  0.220
H (2.610, -0.785, 0.298)  0.208
H (-1.845, 1.089, 1.012)  0.370
H (-1.211, -1.614, 1.131)  0.475

Calculated values
Lowest unoccupied orbital energy: 0.025 Ha
SMILES string: [H]/N=C(/CC)NO
Charge: 0

***

Run x
This record from the Open Molecules 2025 dataset describes a structure of composition C3H8N2O. The level of theory is ωB97M-V/def2-TZVPD.

Last column: natural (NBO) charge in e.
Positions of all 14 atoms, in Å:
C (2.002, 1.805, -0.095)  -0.652
C (1.359, 0.246, 0.619)  -0.251
C (-0.839, -0.691, -0.172)  0.762
H (3.092, 1.747, -0.083)  0.208
H (1.728, 2.004, -1.357)  0.219
H (1.718, 2.945, 0.578)  0.215
H (1.841, 0.069, 1.827)  0.205
H (1.537, -0.898, -0.120)  0.256
H (-0.504, 1.299, 0.260)  0.362
H (-2.853, -0.955, -1.211)  0.447
H (-2.568, 0.445, 0.290)  0.409
N (-0.072, 0.245, 0.779)  -0.677
N (-2.182, -0.392, -0.232)  -0.867
O (-0.418, -1.723, -0.766)  -0.638

Calculated values
Lowest unoccupied orbital energy: 0.017 Ha
Charge: 0

***

It is run x that is most stable; the runner-up trails by 68.4 kJ/mol.

***

Run w
This record from the Open Molecules 2025 dataset describes a cluster of 2 separate species, C3H8N2O in total. The level of theory is ωB97M-V/def2-TZVPD.

Last column: natural (NBO) charge in e.
Positions of all 14 atoms, in Å:
H (-2.179, -0.721, 1.909)  0.345
N (-2.048, -0.505, 0.924)  -0.738
C (-1.879, -1.601, 0.283)  0.280
N (-2.086, -1.584, -1.086)  -0.820
H (-1.393, -2.482, 0.701)  0.152
H (-1.579, -2.154, -1.742)  0.387
H (-2.088, -0.575, -1.243)  0.396
C (1.823, 1.273, 0.704)  -0.721
C (2.022, 1.535, -0.791)  0.443
O (1.560, 2.483, -1.360)  -0.510
H (1.031, 0.547, 0.861)  0.248
H (2.818, 0.919, 0.994)  0.215
H (1.686, 2.237, 1.197)  0.231
H (2.310, 0.626, -1.351)  0.092

Calculated values
Lowest unoccupied orbital energy: 0.029 Ha
SMILES string: [H]/N=C/N.CC=O
Charge: 0

***

Run x
This record from the Open Molecules 2025 dataset describes the molecule C3H8N2O. The level of theory is ωB97M-V/def2-TZVPD.

Last column: natural (NBO) charge in e.
Positions of all 14 atoms, in Å:
C (-0.728, -0.875, 1.113)  -0.537
C (-0.745, -0.121, 0.017)  0.159
N (-1.603, -0.335, -1.051)  -0.812
C (0.128, 1.108, -0.123)  -0.111
O (1.286, 1.097, 0.684)  -0.390
N (2.222, 0.100, 0.355)  -0.513
H (-0.121, -0.606, 1.957)  0.218
H (-1.351, -1.747, 1.208)  0.196
H (-2.065, -1.232, -1.053)  0.382
H (-1.277, -0.045, -1.960)  0.375
H (-0.422, 1.995, 0.204)  0.214
H (0.405, 1.247, -1.184)  0.156
H (1.770, -0.810, 0.452)  0.341
H (2.501, 0.224, -0.620)  0.322

Calculated values
Lowest unoccupied orbital energy: 0.034 Ha
SMILES string: C=C(N)CON
Charge: 0

***

Run y
This record from the Open Molecules 2025 dataset describes the molecule C3H8N2O. The level of theory is ωB97M-V/def2-TZVPD.

Last column: natural (NBO) charge in e.
Positions of all 14 atoms, in Å:
C (-0.227, -1.407, -0.417)  -0.585
C (1.181, -0.985, -0.096)  -0.301
C (-1.097, 0.858, 0.322)  0.356
N (1.103, 0.257, 0.852)  -0.469
N (0.231, 1.230, 0.418)  -0.433
O (-1.880, 1.595, -0.563)  -0.707
H (-0.352, -1.365, -1.475)  0.193
H (-0.628, -2.121, 0.289)  0.198
H (1.920, -1.707, 0.384)  0.217
H (1.640, -0.392, -0.844)  0.184
H (-1.610, 0.695, 1.202)  0.164
H (0.839, 0.089, 1.891)  0.351
H (0.457, 1.609, -0.468)  0.346
H (-1.577, 1.643, -1.495)  0.487

Calculated values
Lowest unoccupied orbital energy (spin up / spin down): 0.026 / 0.026 Ha
Charge: 0

***

Run z
This record from the Open Molecules 2025 dataset describes the molecule C3H8N2O. The level of theory is ωB97M-V/def2-TZVPD.

Last column: natural (NBO) charge in e.
Positions of all 14 atoms, in Å:
N (2.151, -0.620, -0.311)  -0.835
C (0.746, -0.397, -0.619)  -0.208
C (-0.032, -0.153, 0.678)  -0.511
C (-1.528, 0.112, 0.340)  0.681
N (-1.776, 1.435, 0.270)  -0.833
O (-2.330, -0.757, 0.111)  -0.613
H (2.256, -1.468, 0.240)  0.352
H (2.684, -0.743, -1.166)  0.360
H (0.684, 0.495, -1.251)  0.182
H (0.274, -1.230, -1.166)  0.180
H (-0.001, -1.055, 1.292)  0.224
H (0.448, 0.651, 1.240)  0.208
H (-0.909, 1.982, 0.418)  0.402
H (-2.668, 1.748, -0.077)  0.411

Calculated values
Lowest unoccupied orbital energy: 0.035 Ha
SMILES string: NCCC(N)=O
Charge: 0

***

It is run z that is most stable; the runner-up trails by 158.1 kJ/mol.

***

Run w
This record from the Open Molecules 2025 dataset describes a cluster of 2 separate species, C3H8N2O in total. The level of theory is ωB97M-V/def2-TZVPD.

Last column: natural (NBO) charge in e.
Positions of all 14 atoms, in Å:
H (0.932, 1.601, -0.406)  0.336
N (1.292, 1.570, -1.368)  -0.700
C (0.481, 0.798, -1.993)  0.270
N (0.375, 0.754, -3.361)  -0.824
H (-0.325, 0.201, -1.575)  0.139
H (-0.203, 0.014, -3.863)  0.387
H (1.232, 0.866, -3.964)  0.392
C (-0.309, -0.204, 2.272)  -0.714
C (-0.882, -1.650, 2.449)  0.426
O (-2.091, -1.785, 2.771)  -0.523
H (0.066, -0.263, 1.295)  0.216
H (0.579, 0.034, 2.885)  0.233
H (-1.066, 0.543, 2.418)  0.234
H (-0.081, -2.480, 2.439)  0.126

Calculated values
Lowest unoccupied orbital energy: 0.025 Ha
SMILES string: [H]/N=C/N.CC=O
Charge: 0

***

Run x
This record from the Open Molecules 2025 dataset describes the molecule C3H8N2O. The level of theory is ωB97M-V/def2-TZVPD.

Last column: natural (NBO) charge in e.
Positions of all 14 atoms, in Å:
C (0.863, -0.154, 1.307)  -0.608
C (-0.349, 0.547, 0.719)  -0.217
N (-0.360, 0.084, -0.597)  -0.311
N (-0.828, -1.196, -0.842)  -0.624
C (-0.061, 0.891, -1.697)  0.525
O (-0.327, 0.632, -2.838)  -0.571
H (0.733, -1.175, 1.041)  0.193
H (0.986, -0.099, 2.321)  0.204
H (1.795, 0.106, 0.888)  0.208
H (-1.233, 0.274, 1.328)  0.194
H (-0.241, 1.665, 0.701)  0.208
H (-1.349, -1.551, -0.057)  0.351
H (0.000, -1.774, -0.942)  0.348
H (0.371, 1.750, -1.331)  0.101

Calculated values
Lowest unoccupied orbital energy: 0.030 Ha
SMILES string: CCN(N)C=O
Charge: 0

***

Run y
This record from the Open Molecules 2025 dataset describes the molecule C3H8N2O. The level of theory is ωB97M-V/def2-TZVPD.

Last column: natural (NBO) charge in e.
Positions of all 14 atoms, in Å:
C (1.050, 0.930, -0.250)  -0.640
C (-0.009, -0.133, -0.542)  -0.044
N (1.109, -1.838, 0.608)  -0.550
N (-1.952, 0.936, 0.276)  -0.741
C (-1.130, -0.065, 0.435)  0.093
O (0.534, -1.430, -0.653)  -0.410
H (1.314, -2.821, 0.453)  0.348
H (0.341, -1.779, 1.283)  0.353
H (-2.713, 1.067, 0.928)  0.394
H (-1.914, 1.604, -0.501)  0.351
H (-0.564, -0.002, -1.511)  0.184
H (1.857, 0.846, -0.974)  0.228
H (0.624, 1.930, -0.297)  0.201
H (1.454, 0.755, 0.746)  0.232

Calculated values
Lowest unoccupied orbital energy: 0.035 Ha
Charge: 0

***

It is run w that is most stable; the runner-up trails by 17.1 kJ/mol.

***

Run w
This record from the Open Molecules 2025 dataset describes a structure of composition C4H12N2S. The level of theory is ωB97M-V/def2-TZVPD.

Last column: natural (NBO) charge in e.
Positions of all 19 atoms, in Å:
C (0.428, -2.888, -0.148)  -0.299
C (1.314, -1.815, -0.016)  -0.305
N (-0.865, -2.620, 0.448)  -0.718
H (0.458, -3.707, -0.850)  0.207
H (2.016, -1.618, -0.806)  0.231
H (1.522, -1.353, 0.957)  0.208
H (-1.211, -3.219, 1.207)  0.401
H (-0.838, -1.642, 0.728)  0.445
H (-1.540, -2.617, -0.317)  0.433
C (0.107, 2.498, 0.719)  -0.229
C (-0.907, 1.393, 0.280)  -0.530
S (-0.112, -0.064, -0.497)  -0.465
N (0.531, 3.367, -0.385)  -0.839
H (1.007, 2.111, 1.220)  0.185
H (-0.334, 3.070, 1.507)  0.179
H (-1.612, 1.843, -0.435)  0.205
H (-1.489, 1.091, 1.164)  0.184
H (-0.207, 4.004, -0.709)  0.347
H (0.701, 2.703, -1.172)  0.360

Calculated values
Lowest unoccupied orbital energy: 0.012 Ha
Charge: 0

***

Run x
This record from the Open Molecules 2025 dataset describes the molecule C4H12N2S. The level of theory is ωB97M-V/def2-TZVPD.

Last column: natural (NBO) charge in e.
Positions of all 19 atoms, in Å:
N (-0.208, 0.232, -2.756)  -0.839
C (0.187, -0.775, -1.877)  -0.212
C (-0.438, -0.377, -0.454)  -0.073
N (-1.916, -0.807, -0.506)  -0.906
C (0.267, -1.058, 0.735)  -0.429
C (1.287, -0.080, 1.367)  -0.543
S (0.431, 1.431, 1.772)  -0.032
H (-0.123, 0.175, -3.752)  0.363
H (-1.169, 0.127, -2.807)  0.348
H (1.267, -0.746, -1.616)  0.166
H (0.045, -1.821, -2.237)  0.176
H (-0.681, 0.703, -0.561)  0.241
H (-2.696, -0.108, -0.455)  0.375
H (-2.142, -1.605, 0.253)  0.357
H (-0.493, -1.419, 1.477)  0.213
H (0.725, -2.031, 0.305)  0.223
H (1.975, -0.439, 2.141)  0.229
H (1.986, 0.059, 0.504)  0.203
H (1.466, 1.965, 2.593)  0.139

Calculated values
Lowest unoccupied orbital energy: 0.031 Ha
SMILES string: NC[C@@H](N)CCS
Charge: 0

***

Run y
This record from the Open Molecules 2025 dataset describes the molecule C4H12N2S. The level of theory is ωB97M-V/def2-TZVPD.

Last column: natural (NBO) charge in e.
Positions of all 19 atoms, in Å:
N (1.101, -3.056, 1.677)  -0.885
C (1.311, -1.681, 1.966)  -0.216
C (1.074, -0.600, 0.914)  -0.250
N (-0.216, -0.788, 0.064)  -0.631
C (-1.167, 0.371, 0.166)  -0.259
C (-0.454, 1.614, -0.377)  -0.483
S (-0.952, 2.138, -2.204)  -0.112
H (1.796, -3.629, 1.148)  0.368
H (0.249, -3.561, 1.942)  0.385
H (0.670, -1.691, 2.929)  0.188
H (2.316, -1.536, 2.306)  0.177
H (0.899, 0.338, 1.436)  0.190
H (1.994, -0.611, 0.337)  0.187
H (0.046, -0.990, -0.864)  0.353
H (-2.122, 0.206, -0.351)  0.222
H (-1.397, 0.411, 1.235)  0.201
H (0.644, 1.620, -0.397)  0.224
H (-0.582, 2.554, 0.205)  0.222
H (-0.067, 1.369, -2.856)  0.120

Calculated values
Lowest unoccupied orbital energy: 0.033 Ha
SMILES string: NCCNCCS
Charge: 0

***

It is run y that is most stable; the runner-up trails by 23.0 kJ/mol.